[1]
# C5H8O4

C5H8O4 in the gas phase in a non-equilibrium geometry (ωB97M-V/def2-TZVPD, the OMol25 dataset).

The frontier orbital gap is 9.26 eV. Its LUMO energy is 0.59 eV. Its SMILES is OC[C@]1(O)CC=C(O)O1. Its HOMO energy is -8.7 eV. Its energy relative to the best compared isomer or geometry (same formula, charge and spin) is 254.3 kJ/mol. For the electronic energy, the calculation gives -13502.4478 eV. The spin multiplicity is 1.

```
17
C5H8O4 | the OMol25 dataset | ωB97M-V/def2-TZVPD
C 0.064 -1.238 0.657
C -0.704 -0.993 -1.486
H 1.407 1.128 -0.499
H -0.090 -2.963 -0.627
C -0.305 0.286 0.493
O -1.198 -1.129 -2.705
C -0.118 -1.863 -0.681
H 1.627 0.707 1.173
C 1.027 1.124 0.473
H -0.643 -1.661 1.385
H -1.352 -0.242 -3.276
O -1.162 0.654 1.516
O -0.905 0.420 -0.779
H 1.558 2.966 0.776
H 1.111 -1.298 1.120
H -1.044 1.613 1.646
O 0.726 2.488 0.814
```

***

[2]
# C28H29As2BrN2NiO3

A molecular structure, C28H29As2BrN2NiO3 (ωB97M-V/def2-TZVPD, the OMol25 dataset).

The frontier orbital gap (alpha / beta) is 6.41 / 6.74 eV. Its LUMO energy (alpha / beta) is -0.78 / -0.81 eV. Its HOMO energy (alpha / beta) is -7.2 / -7.6 eV. Its energy relative to the best compared isomer or geometry (same formula, charge and spin) is 4.2 kJ/mol. For the electronic energy, the calculation gives -271392.2837 eV. The spin multiplicity is 3.

```
66
C28H29As2BrN2NiO3 | the OMol25 dataset | ωB97M-V/def2-TZVPD
H 3.824 2.064 -1.557
C 1.589 -5.325 -0.604
H 3.338 4.336 2.367
C -2.081 -3.896 0.888
H 2.004 5.434 1.079
H 4.743 3.615 4.227
O -0.868 0.893 -1.052
C -3.672 2.940 -0.167
N -1.365 -1.627 0.150
C -2.518 2.517 -0.749
C 2.137 0.167 -0.952
C 3.867 1.658 4.339
H -1.311 -0.684 3.261
C 2.256 2.487 2.203
C -3.974 0.813 0.896
C -0.338 3.826 1.615
C 3.531 1.419 -2.389
C 1.564 -1.758 2.624
H 1.832 -6.381 -0.573
H -3.234 -1.593 1.046
H -1.086 3.069 1.839
N 0.961 -2.625 -0.641
C 4.008 2.934 3.819
H -4.039 3.941 -0.350
H -3.041 -3.554 1.251
H 3.419 2.002 -3.301
C -2.456 -1.029 0.527
C -1.975 1.207 -0.514
C 2.105 -3.053 -1.120
C 2.929 0.799 3.792
H 2.792 -2.291 -1.470
H -0.003 4.307 2.535
H -0.124 0.054 4.366
C -2.763 0.345 0.318
C 2.124 1.198 2.729
C 0.061 -3.522 -0.139
O 2.267 0.824 -2.155
C 3.206 3.338 2.763
H 4.309 0.665 -2.522
H 0.914 -2.552 2.254
H 2.554 -1.869 2.182
O 3.129 0.062 -0.255
C 0.344 -4.891 -0.075
H 3.412 -4.722 -1.544
As 1.181 3.029 0.643
As 0.814 -0.062 2.023
C 2.059 4.732 0.247
C -4.410 2.081 0.679
H -1.947 3.167 -1.400
H -0.804 4.565 0.964
H 1.543 5.159 -0.613
C 2.458 -4.423 -1.136
H -0.382 -6.828 0.558
H 3.100 4.566 -0.028
H -1.086 1.073 3.271
H -4.551 0.138 1.515
C -0.605 -5.771 0.502
Ni 0.343 -0.587 -0.427
H 1.621 -1.830 3.710
C -0.580 0.117 3.378
H 2.842 -0.200 4.206
H 4.489 1.326 5.160
C -1.186 -3.016 0.335
C -1.785 -5.275 0.978
H -2.514 -5.937 1.423
Br -6.017 2.706 1.467
```

***

[3]
# C2H10Si2

C2H10Si2 in the gas phase in a non-equilibrium geometry (ωB97M-V/def2-TZVPD, the OMol25 dataset).

The frontier orbital gap is 10.77 eV. Its LUMO energy is 0.54 eV. Its SMILES is C[SiH2][SiH2]C. Its HOMO energy is -10.2 eV. Its energy relative to the best compared isomer or geometry (same formula, charge and spin) is 57.0 kJ/mol. For the electronic energy, the calculation gives -17989.6781 eV. The spin multiplicity is 1.

```
14
C2H10Si2 | the OMol25 dataset | ωB97M-V/def2-TZVPD
C 1.813 -1.572 -1.393
Si 1.161 -0.111 -0.329
H -0.982 -0.068 2.325
H -1.661 2.618 0.781
H -2.721 1.394 0.115
Si -0.762 0.168 0.911
H 2.879 -1.727 -1.316
H 1.604 -1.410 -2.464
H 2.362 0.171 0.439
C -2.004 1.611 0.967
H -2.559 1.630 1.923
H 1.060 0.867 -1.464
H -1.594 -0.978 0.630
H 1.404 -2.594 -1.125
```

***

[4]
# HO5P

A molecular structure, HO5P in a non-equilibrium geometry (ωB97M-V/def2-TZVPD, the OMol25 dataset).

The frontier orbital gap is 6.68 eV. Its total charge is -2. Its LUMO energy is 7.62 eV. Its HOMO energy is 0.9 eV. Its energy relative to the best compared isomer or geometry (same formula, charge and spin) is 87.4 kJ/mol. For the electronic energy, the calculation gives -19540.8111 eV. The spin multiplicity is 1.

```
7
HO5P | the OMol25 dataset | ωB97M-V/def2-TZVPD
O 0.263 1.356 -1.115
O -1.099 0.040 1.064
O -1.601 -0.979 0.182
P 0.772 0.383 -0.079
O 1.021 -1.069 -0.569
O 1.564 1.037 1.003
H -0.919 -0.768 -0.486
```

***

[5]
# C46H56IrN4O2PTe

A molecular structure, C46H56IrN4O2PTe in a non-equilibrium geometry (ωB97M-V/def2-TZVPD, the OMol25 dataset).

The frontier orbital gap (alpha / beta) is 5.70 / 5.55 eV. Its total charge is +3. Its LUMO energy (alpha / beta) is -9.30 / -9.38 eV. Its HOMO energy (alpha / beta) is -15.0 / -14.9 eV. Its energy relative to the best compared isomer or geometry (same formula, charge and spin) is 326.1 kJ/mol. For the electronic energy, the calculation gives -78062.8231 eV. The spin multiplicity is 2.

```
111
C46H56IrN4O2PTe | the OMol25 dataset | ωB97M-V/def2-TZVPD
H -2.407 -1.308 4.061
Te 0.464 2.840 0.568
H -1.451 -0.200 -6.852
C -3.093 -1.625 0.764
H -0.867 -3.094 -0.855
C -1.810 -0.955 -4.868
C -2.444 -0.473 -3.538
C -4.848 -2.615 2.141
H -5.793 -3.132 2.225
C 6.638 -0.415 4.680
O -3.615 -1.517 -1.523
H -4.435 3.698 4.370
H 6.920 1.703 4.727
O 2.587 -0.340 1.577
C -2.338 -1.257 1.924
H 2.828 0.752 -0.754
C -4.340 -2.287 0.909
H -3.218 0.241 -3.852
H 8.365 0.174 5.820
H -0.939 -0.347 -0.260
C 0.556 1.086 -3.253
C 7.768 -0.711 5.613
H -2.734 1.643 1.034
H 1.606 3.632 5.543
H -0.546 0.670 -5.638
C -3.173 -1.673 -2.915
H -0.897 -2.849 -4.203
H 2.643 1.327 -3.023
H -4.383 3.225 1.942
H 0.930 0.777 4.313
C 1.692 -0.972 5.279
C 1.667 -2.358 5.344
H -1.654 5.997 4.093
H -0.017 -2.149 -2.078
C -3.710 3.002 3.970
H 1.715 2.353 -1.948
C -0.819 4.610 2.693
H 5.052 2.814 2.055
H 8.416 -1.485 5.201
H 3.020 -2.339 2.861
H 1.790 2.545 3.339
H 0.617 0.145 -3.785
H 4.457 -3.332 3.176
C -2.709 -1.415 -0.597
C -2.909 -1.595 3.147
H -2.640 -1.507 -5.325
C 5.277 1.186 3.473
H 6.142 -2.480 4.398
H 2.061 -3.018 -1.174
Ir 0.602 0.308 0.531
C -3.681 2.737 2.605
C 4.829 -1.233 3.283
H 2.270 -2.878 6.075
C 0.918 3.896 4.750
C 0.864 -3.077 4.468
C -0.436 -2.116 -1.076
H -2.558 -2.571 -2.934
H 4.078 2.998 3.515
C 6.321 0.894 4.328
H 3.219 1.522 1.968
H 5.809 3.252 3.574
C 4.099 -2.416 2.712
C 0.140 3.627 2.491
H -4.892 -2.562 0.023
N -1.459 -1.058 -1.025
C 2.005 -2.032 -0.705
H 0.575 -2.398 0.702
H 0.844 -4.158 4.514
C -1.886 1.467 4.316
H 2.319 -0.408 5.956
H -0.119 5.364 5.921
C 1.771 1.344 -2.362
H -2.510 0.785 -1.817
H -4.097 -1.874 -3.447
H 0.578 1.875 -4.008
H 7.380 -1.090 6.561
H -0.574 -2.993 2.897
C 1.018 3.280 3.512
N 0.655 -1.797 -0.116
H 4.285 -2.493 1.639
C 4.499 0.112 2.951
H -0.432 -2.307 -5.793
C 0.072 -2.411 3.545
H -0.726 1.882 -1.820
C -0.049 4.870 4.961
C -1.852 1.200 2.953
H 2.709 -2.001 0.120
H 1.728 -1.120 -2.631
H -2.281 0.951 -5.819
P -0.843 -0.112 2.208
C -1.502 0.189 -5.836
C -2.810 2.376 4.817
N 1.993 0.409 -1.225
H 3.359 -1.028 -2.025
C -0.911 5.227 3.934
C 5.881 -1.460 4.141
C -0.660 -1.958 -4.786
C -2.753 1.845 2.100
H -1.213 0.967 4.999
H -2.829 2.587 5.878
C 0.070 -1.016 3.492
C 3.387 0.452 2.124
C 5.031 2.635 3.131
C 0.906 -0.304 4.352
N -0.721 1.165 -2.542
C -1.753 0.342 -2.460
C 2.310 -0.959 -1.727
H -1.490 4.904 1.896
H -4.491 -2.509 4.255
C -4.118 -2.268 3.268
H 0.268 -1.535 -4.397
```

***

Please write out number 3 again, unchanged.
# C2H10Si2

C2H10Si2 in the gas phase in a non-equilibrium geometry (ωB97M-V/def2-TZVPD, the OMol25 dataset).

The frontier orbital gap is 10.77 eV. Its LUMO energy is 0.54 eV. Its SMILES is C[SiH2][SiH2]C. Its HOMO energy is -10.2 eV. Its energy relative to the best compared isomer or geometry (same formula, charge and spin) is 57.0 kJ/mol. For the electronic energy, the calculation gives -17989.6781 eV. The spin multiplicity is 1.

```
14
C2H10Si2 | the OMol25 dataset | ωB97M-V/def2-TZVPD
C 1.813 -1.572 -1.393
Si 1.161 -0.111 -0.329
H -0.982 -0.068 2.325
H -1.661 2.618 0.781
H -2.721 1.394 0.115
Si -0.762 0.168 0.911
H 2.879 -1.727 -1.316
H 1.604 -1.410 -2.464
H 2.362 0.171 0.439
C -2.004 1.611 0.967
H -2.559 1.630 1.923
H 1.060 0.867 -1.464
H -1.594 -0.978 0.630
H 1.404 -2.594 -1.125
```